# C17H25N3O3S

C17H25N3O3S in the gas phase (ωB97M-V/def2-TZVPD, the OMol25 dataset).

Summary:
Orbital gap: 9.23 eV
SMILES: CCOC(=O)N1CCN(C(=O)CCSCCc2ccncc2)CC1
2S+1: 1

The geometry in XYZ format:
```
49
C17H25N3O3S | the OMol25 dataset | ωB97M-V/def2-TZVPD
C -7.0916 -0.8791 -1.4378
C -6.9476 -0.7994 0.0753
O -5.5782 -0.8105 0.4768
C -4.9371 0.3765 0.4092
O -5.4523 1.4096 0.0505
N -3.6522 0.2855 0.8323
C -2.9630 -0.9526 1.1194
C -1.8865 -1.1994 0.0567
N -1.0026 -0.0517 -0.0201
C 0.2786 -0.1737 0.4088
O 0.7359 -1.2480 0.7467
C 1.1235 1.0933 0.4001
C 2.5124 0.7972 0.9475
S 3.6240 2.2256 0.7513
C 4.1952 1.9905 -0.9704
C 5.5544 1.2932 -1.0449
C 5.4882 -0.0931 -0.4752
C 5.0022 -1.1578 -1.2274
C 4.9205 -2.4092 -0.6389
N 5.2810 -2.6517 0.6093
C 5.7373 -1.6408 1.3273
C 5.8622 -0.3498 0.8387
C -1.7076 1.1677 -0.3418
C -2.7818 1.4336 0.7227
H -6.5814 -1.7602 -1.8202
H -6.6621 0.0088 -1.8951
H -8.1440 -0.9357 -1.7002
H -7.3863 -1.6740 0.5601
H -7.4212 0.1132 0.4508
H -3.6805 -1.7702 1.1366
H -2.4868 -0.8678 2.1028
H -1.2825 -2.0700 0.3153
H -2.3568 -1.3529 -0.9203
H 0.6544 1.8677 1.0098
H 1.1973 1.4617 -0.6273
H 2.9566 -0.0633 0.4514
H 2.4685 0.5930 2.0159
H 4.2613 2.9877 -1.4045
H 3.4302 1.4189 -1.4940
H 5.8601 1.2516 -2.0938
H 6.2835 1.8874 -0.4915
H 4.6958 -1.0122 -2.2533
H 4.5484 -3.2615 -1.1922
H 6.0173 -1.8795 2.3450
H 6.2361 0.4441 1.4671
H -1.0281 2.0136 -0.4083
H -2.1979 1.0366 -1.3140
H -3.3919 2.2960 0.4509
H -2.3047 1.6109 1.6930
```